1.
Entry from the OMol25 dataset: a cluster of 2 separate species, H2N3O2S in total in a non-equilibrium geometry (ωB97M-V/def2-TZVPD).

The geometry in XYZ format:
```
8
Properties=species:S:1:pos:R:3:mulliken_charge:R:1
N -0.308 1.578 -0.159 -0.644
N -0.115 0.345 -0.305 0.127
N 0.815 -0.409 0.144 0.722
O -1.700 -0.853 0.009 -0.644
O 0.815 -1.635 0.173 -0.574
S 2.288 0.316 0.302 -0.438
H -0.214 1.921 0.770 0.189
H -1.581 -1.264 -0.934 0.261
```

Results
**Charge**: -1
**Energy above the lowest of the compared OMol25 structures with the same formula, charge and spin**: 93.1 kcal/mol
**Multiplicity**: 1
**M**: 108.10 u
**Energy**: -19427.265 eV
**HOMO (alpha / beta)**: -4.08 / -3.79 eV



2.
Entry from the OMol25 dataset: the molecule C5H2O (ωB97M-V/def2-TZVPD).

The geometry in XYZ format:
```
8
Properties=species:S:1:pos:R:3:mulliken_charge:R:1
C -1.138 -0.025 2.607 -0.348
C -0.762 0.187 1.481 -0.278
C -0.252 0.254 0.203 0.430
C 0.269 0.116 -0.882 0.023
C 1.005 -0.593 -1.919 -0.101
O 1.373 -0.186 -2.990 -0.433
H -1.442 -0.251 3.605 0.418
H 1.208 -1.625 -1.573 0.289
```

Results
**Energy above the lowest of the compared OMol25 structures with the same formula, charge and spin**: 4.9 kcal/mol
**Multiplicity**: 1
**M**: 78.07 u
**Structure (SMILES)**: C#CC#CC=O
**Energy**: -7260.295 eV
**HOMO**: -10.20 eV



3.
Entry from the OMol25 dataset: a structure of composition C41H58N3O5SV in a non-equilibrium geometry (ωB97M-V/def2-TZVPD).

The geometry in XYZ format:
```
109
Properties=species:S:1:pos:R:3:mulliken_charge:R:1
V 1.130 0.114 0.178 1.401
C 3.538 -3.250 -0.112 -1.142
N 2.445 -2.949 0.800 0.701
C 2.709 -3.580 2.089 -1.197
C 1.177 -3.341 0.208 -0.533
C -0.055 -3.041 1.052 -1.447
N -0.333 -1.621 1.343 2.085
C -0.215 -1.384 2.797 -1.003
C -0.443 0.025 3.254 -0.465
C -1.511 0.334 4.088 0.036
C -1.717 1.622 4.553 -0.586
C -0.807 2.603 4.144 0.231
C 0.272 2.356 3.311 -0.999
C 0.470 1.018 2.857 1.479
O 1.471 0.703 2.071 -1.652
C 1.215 3.472 2.864 2.561
C 1.149 3.649 1.340 -1.300
C 2.656 3.152 3.290 -1.864
C 0.842 4.822 3.490 -2.436
C -2.876 2.003 5.475 2.042
C -3.738 3.083 4.807 -1.641
C -2.326 2.550 6.800 -1.651
C -3.780 0.811 5.795 -2.177
C -1.675 -1.248 0.862 -1.244
C -1.744 -1.122 -0.632 0.158
C -2.312 -2.104 -1.433 -0.424
C -2.402 -1.947 -2.807 -0.470
C -1.961 -0.737 -3.348 -0.058
C -1.395 0.283 -2.601 -0.404
C -1.230 0.056 -1.206 0.781
O -0.603 0.917 -0.424 -1.430
C -0.974 1.610 -3.237 2.565
C -1.352 1.675 -4.720 -2.474
C 0.545 1.809 -3.148 -0.918
C -1.687 2.770 -2.526 -1.790
C -2.910 -3.043 -3.740 2.216
C -4.084 -2.528 -4.585 -1.758
C -3.387 -4.276 -2.972 -2.180
C -1.764 -3.475 -4.668 -1.623
H 3.741 -4.337 -0.163 0.464
H 4.442 -2.732 0.202 0.351
H 3.289 -2.923 -1.117 0.265
H 2.214 -4.560 2.181 0.365
H 2.394 -2.959 2.926 0.177
H 3.779 -3.748 2.200 0.448
H 1.170 -4.433 0.012 0.454
H 1.080 -2.843 -0.759 -0.238
H 0.003 -3.594 1.997 0.595
H -0.908 -3.465 0.517 0.141
H 0.794 -1.681 3.077 0.017
H -0.918 -2.046 3.331 0.333
H -2.186 -0.468 4.363 0.448
H -0.969 3.614 4.495 0.443
H 1.530 2.774 0.817 0.043
H 1.756 4.507 1.038 0.558
H 0.121 3.819 1.013 0.258
H 3.005 2.239 2.815 0.324
H 2.712 3.025 4.375 0.355
H 3.318 3.976 3.011 0.452
H -0.155 5.151 3.187 0.394
H 1.555 5.579 3.155 0.474
H 0.878 4.789 4.581 0.423
H -3.158 3.982 4.594 0.296
H -4.572 3.364 5.457 0.459
H -4.144 2.718 3.861 0.351
H -1.724 3.445 6.639 0.301
H -1.693 1.806 7.288 0.347
H -3.144 2.809 7.479 0.465
H -4.210 0.381 4.888 0.402
H -4.604 1.132 6.437 0.436
H -3.235 0.024 6.319 0.369
H -1.917 -0.285 1.310 0.482
H -2.423 -1.983 1.204 0.448
H -2.690 -3.001 -0.953 0.465
H -2.055 -0.598 -4.416 0.329
H -0.831 0.917 -5.309 0.385
H -1.070 2.652 -5.118 0.474
H -2.428 1.549 -4.868 0.442
H 1.068 0.988 -3.641 -0.044
H 0.881 1.872 -2.116 -0.174
H 0.827 2.739 -3.652 0.630
H -2.770 2.666 -2.622 0.363
H -1.394 3.719 -2.982 0.473
H -1.429 2.789 -1.469 0.190
H -4.917 -2.226 -3.948 0.372
H -4.435 -3.308 -5.267 0.473
H -3.793 -1.666 -5.186 0.290
H -4.196 -4.030 -2.281 0.399
H -2.575 -4.727 -2.398 0.370
H -3.759 -5.027 -3.673 0.439
H -1.444 -2.649 -5.305 0.313
H -2.081 -4.301 -5.314 0.471
H -0.897 -3.793 -4.087 0.329
O 1.602 -1.649 -2.692 -0.615
C 2.534 -0.913 -2.420 -0.661
N 2.700 -0.249 -1.256 0.468
S 4.078 0.621 -1.216 0.932
O 4.989 0.082 -0.236 -0.700
O 3.795 2.031 -1.151 -0.683
C 4.610 0.183 -2.838 0.497
C 5.746 0.563 -3.526 -0.915
C 5.902 0.049 -4.806 -0.517
C 4.953 -0.812 -5.362 -0.613
C 3.824 -1.183 -4.655 -0.784
C 3.666 -0.667 -3.374 0.525
H 6.474 1.230 -3.086 0.479
H 6.775 0.320 -5.387 0.389
H 5.107 -1.193 -6.364 0.404
H 3.077 -1.847 -5.068 0.513
```

Results
**Charge**: -1
**Energy above the lowest of the compared OMol25 structures with the same formula, charge and spin**: 36.1 kcal/mol
**Multiplicity**: 4
**M**: 755.94 u
**Energy**: -94694.171 eV
**HOMO (alpha / beta)**: -4.01 / -4.75 eV



4.
Entry from the OMol25 dataset: the ion CBr3O3P with charge -2 in a non-equilibrium geometry (ωB97M-V/def2-TZVPD).

The geometry in XYZ format:
```
8
Properties=species:S:1:pos:R:3:mulliken_charge:R:1
O 1.122 1.080 -1.303 -0.571
P -0.118 0.595 -0.656 0.740
O -1.267 1.507 -0.444 -0.573
Br -1.173 -0.801 -2.822 -0.627
C 0.409 -0.090 1.090 0.353
O 1.086 0.551 1.833 -0.494
Br 1.323 -1.982 0.422 -0.456
Br -1.382 -0.859 1.879 -0.372
```

Results
**Charge**: -2
**Energy above the lowest of the compared OMol25 structures with the same formula, charge and spin**: 0.0 kcal/mol
**Multiplicity**: 1
**M**: 330.69 u
**Structure (SMILES)**: O=[P@@]([O-])(Br)C([O-])(Br)Br
**Energy**: -226598.944 eV
**HOMO**: -1.69 eV



5.
Entry from the OMol25 dataset: a structure of composition C10H14BO3PtTe4 (ωB97M-V/def2-TZVPD).

The geometry in XYZ format:
```
33
Properties=species:S:1:pos:R:3:mulliken_charge:R:1
Pt -1.558 0.768 0.068 0.954
Te -2.999 -0.091 -1.922 -0.023
Te -5.366 -0.067 -0.859 0.228
Te -5.136 0.452 1.759 0.224
Te -2.651 1.000 2.333 0.024
O 0.748 -0.814 0.969 -0.275
B -0.559 -0.881 0.543 0.254
O -1.033 -2.173 0.445 -0.534
C 0.046 -2.959 0.829 0.751
C 0.121 -4.329 0.910 -0.990
C 1.342 -4.853 1.329 -0.488
C 2.419 -4.030 1.644 -0.527
C 2.330 -2.643 1.555 -0.869
C 1.119 -2.141 1.142 0.654
H -0.721 -4.960 0.662 0.477
H 1.453 -5.925 1.412 0.395
H 3.350 -4.478 1.965 0.393
H 3.160 -1.995 1.798 0.480
C 0.217 3.856 0.954 -0.991
C -0.275 3.719 -0.468 -0.337
O -0.062 2.369 -0.920 -0.375
C 0.227 2.248 -2.321 -0.365
C 0.798 0.877 -2.597 -0.934
H -0.116 4.805 1.376 0.371
H 1.304 3.817 0.996 0.302
H -0.175 3.051 1.577 0.100
H 0.275 4.389 -1.131 0.406
H -1.339 3.964 -0.560 0.268
H 0.953 3.021 -2.581 0.420
H -0.686 2.434 -2.898 0.285
H 1.795 0.773 -2.174 0.303
H 0.851 0.702 -3.672 0.372
H 0.167 0.096 -2.163 0.046
```

Results
**Charge**: +1
**Multiplicity**: 1
**M**: 898.51 u
**Energy**: -49831.386 eV
**HOMO (alpha / beta)**: -11.14 / -11.14 eV



6.
Entry from the OMol25 dataset: a structure of composition C47H35N2O5P2S2W in a non-equilibrium geometry (ωB97M-V/def2-TZVPD).

The geometry in XYZ format:
```
94
Properties=species:S:1:pos:R:3:mulliken_charge:R:1
W -0.209 -0.210 0.605 2.267
C -4.416 -4.003 4.038 -0.598
C -4.115 -2.651 3.937 -0.882
C -3.201 -2.218 2.988 -0.196
C -2.579 -3.137 2.146 0.652
C -2.895 -4.490 2.238 -0.436
C -3.810 -4.917 3.188 -0.786
P -1.285 -2.549 1.040 1.459
C -1.258 -3.614 -0.421 0.748
C -0.040 -3.966 -0.991 -0.497
C -0.015 -4.681 -2.179 -0.870
C -1.201 -5.047 -2.799 -0.516
C -2.419 -4.694 -2.231 -0.903
C -2.449 -3.973 -1.049 -0.292
C 0.260 -2.821 1.868 0.554
C 0.741 -3.924 2.567 -0.471
C 1.996 -3.841 3.144 -1.006
C 2.734 -2.665 3.031 -0.838
C 2.232 -1.561 2.352 -0.215
C 0.970 -1.626 1.752 -0.323
H -5.133 -4.342 4.773 0.405
H -4.600 -1.934 4.585 0.454
H -2.986 -1.161 2.890 0.242
H -2.432 -5.208 1.572 0.469
H -4.054 -5.968 3.261 0.435
H 0.893 -3.683 -0.516 0.328
H 0.935 -4.960 -2.616 0.466
H -1.179 -5.611 -3.721 0.422
H -3.346 -4.976 -2.712 0.442
H -3.402 -3.682 -0.625 0.473
H 0.147 -4.826 2.661 0.526
H 2.403 -4.683 3.688 0.401
H 3.712 -2.606 3.491 0.449
H 2.831 -0.662 2.326 0.449
O -2.288 0.442 0.408 -0.806
S -2.667 -0.152 -0.915 1.196
O -3.833 -0.967 -0.903 -0.682
O -1.383 -0.782 -1.331 -0.659
C -2.907 1.221 -1.959 0.514
C -4.127 1.409 -2.587 -0.473
C -4.286 2.524 -3.399 -0.793
C -3.241 3.419 -3.561 -0.838
C -2.026 3.214 -2.919 -0.181
C -1.839 2.105 -2.105 -1.010
P -0.209 1.768 -1.327 2.082
C 0.813 1.473 -2.803 0.951
C 1.347 2.546 -3.516 -0.560
C 2.032 2.329 -4.702 -0.851
C 2.180 1.040 -5.192 -0.733
C 1.635 -0.029 -4.495 -0.977
C 0.956 0.181 -3.306 -0.696
C 0.271 3.402 -0.699 0.659
C -0.717 4.219 -0.144 -1.291
C -0.379 5.407 0.484 -0.694
C 0.950 5.800 0.560 -0.922
C 1.935 5.000 0.003 -0.941
C 1.599 3.809 -0.622 -0.878
H -4.923 0.694 -2.440 0.650
H -5.227 2.691 -3.904 0.433
H -3.367 4.284 -4.197 0.455
H -1.222 3.925 -3.064 0.422
H 1.225 3.562 -3.163 0.372
H 2.442 3.172 -5.243 0.465
H 2.714 0.871 -6.116 0.422
H 1.739 -1.036 -4.874 0.511
H 0.541 -0.665 -2.782 0.469
H -1.762 3.937 -0.213 0.502
H -1.156 6.032 0.904 0.487
H 1.213 6.730 1.046 0.435
H 2.974 5.299 0.054 0.480
H 2.388 3.200 -1.047 0.853
S -1.354 2.397 4.187 -0.151
C -0.933 0.843 4.760 -0.500
C -0.624 0.028 3.725 -0.899
N -0.717 0.641 2.487 1.040
C -1.070 1.904 2.609 -0.251
H -0.938 0.602 5.808 0.505
H -0.323 -1.004 3.783 0.319
H -1.161 2.570 1.767 0.077
O 1.954 -0.707 -0.775 -0.662
C 2.413 0.201 -0.078 0.268
N 1.595 0.822 0.808 0.951
C 2.283 1.788 1.546 -0.256
O 1.855 2.471 2.440 -0.594
C 3.699 1.762 1.003 0.309
C 4.793 2.521 1.355 -0.866
C 5.979 2.274 0.661 -0.717
C 6.051 1.309 -0.341 -0.660
C 4.937 0.543 -0.686 -0.603
C 3.775 0.798 0.009 0.430
H 4.732 3.267 2.135 0.574
H 6.865 2.845 0.904 0.438
H 6.988 1.151 -0.855 0.457
H 4.981 -0.210 -1.461 0.603
```

Results
**Charge**: +1
**Energy above the lowest of the compared OMol25 structures with the same formula, charge and spin**: 0.0 kcal/mol
**Multiplicity**: 1
**M**: 1017.73 u
**Energy**: -104595.283 eV
**HOMO (alpha / beta)**: -9.93 / -9.91 eV



Which of these has the highest M?
C47H35N2O5P2S2W



M of number 2 (C5H2O)?
78.07 u



Which of these has the highest energy?
C5H2O